No. 1
Density functional theory data (wB97M-V/def2-TZVPD) for a 6-piece molecular cluster, C39H35BIO13 overall.

Each line ends with the Löwdin charge.
Atoms and positions in Å:
C  -3.329672  -5.066684  -1.241549  0.024
H  -0.191897  -5.381463  -2.743574  0.107
C  -9.300313  6.879341  0.964882  -0.392
C  -7.303803  6.675710  2.374527  0.026
H  -0.098250  4.996684  4.676974  0.074
O  -5.472245  5.538128  1.433243  0.117
H  1.794553  -4.794303  -0.387817  0.117
C  7.360647  -3.755080  -7.046447  0.025
H  -5.180259  -5.468161  -2.190578  0.121
H  -3.916395  1.519517  6.463098  0.119
C  2.516819  -7.572040  -2.310881  -0.390
H  -1.630732  -6.069080  -4.653080  0.122
C  1.647618  5.275270  2.248412  -0.151
C  -1.855333  -5.029679  -1.366464  -0.379
H  1.541483  0.074217  1.156387  0.132
C  2.931965  1.658382  2.030717  -0.412
H  1.191282  1.499465  3.614826  0.131
C  -4.238184  4.995732  4.636941  0.015
C  -8.606883  6.141791  -0.115035  0.015
C  -2.041912  -5.783256  -3.692944  0.025
H  8.440427  -3.736100  -6.969389  0.124
C  3.647321  -0.802410  1.253518  -0.731
B  1.619855  3.645568  2.512457  -0.749
C  6.750247  -2.795683  -7.994470  -0.386
H  1.165891  -7.189535  -0.630142  0.124
H  -2.196612  4.772231  4.113725  0.116
O  -1.822410  2.473952  5.267010  0.127
H  2.635368  5.757440  2.568401  0.108
H  1.620484  5.766963  4.666836  0.095
O  -1.151108  -4.696554  -0.434452  0.109
C  2.624187  0.412784  1.102890  -0.164
C  2.290284  1.735201  3.509039  -0.164
O  -4.220335  -6.153910  -4.500987  0.100
H  -9.168192  5.979776  -1.026855  0.119
C  -2.886927  3.053431  5.285035  -0.377
H  2.002553  -2.356586  1.098259  0.072
H  3.021784  1.343303  4.274753  0.081
C  5.574947  2.602039  1.841493  0.065
C  -3.065126  4.362876  4.616158  0.046
O  -6.481606  5.000267  5.348822  0.072
C  3.243555  -4.811057  -2.030567  -0.364
O  -10.440161  7.279347  0.824514  0.092
O  2.207755  -8.742564  -2.431157  0.093
C  -7.357620  5.705438  0.037797  0.022
I  4.078244  -1.371273  3.303994  0.783
H  -3.740446  -4.780890  -0.281247  0.124
H  2.760666  0.791003  0.033638  0.133
O  2.203642  2.771472  1.437949  -0.075
C  -4.062843  2.476869  5.978345  0.021
C  6.611619  -4.592357  -6.330832  0.026
C  -4.100537  -5.434559  -2.264014  0.019
C  2.945924  -2.065755  0.539950  -0.225
C  3.860381  -5.666274  -3.069296  0.015
H  -9.076419  7.651807  2.999826  0.122
H  6.502336  2.920999  1.298246  0.032
H  0.144069  6.829563  4.685453  0.082
C  -1.271391  -5.415274  -2.670451  0.025
H  4.591325  -5.196170  -3.708321  0.092
O  0.513364  5.957964  2.854532  -0.267
H  -6.834747  5.165056  -0.741384  0.122
O  4.452407  -5.365992  -5.802562  0.078
C  -8.553394  7.111731  2.220754  0.021
C  -5.233597  3.111579  5.997279  0.010
C  0.557791  5.842243  4.291433  -0.140
H  3.669320  -2.932680  0.621070  0.052
H  7.041703  -5.299753  -5.632569  0.124
H  -4.386288  5.952490  4.152788  0.112
C  4.526647  -3.641235  -7.401733  0.028
C  -5.409621  4.419854  5.328566  -0.390
C  5.275250  -2.803663  -8.117677  0.025
H  -6.743392  6.837548  3.286850  0.109
H  3.446806  -3.660469  -7.478357  0.124
C  4.422308  2.211714  2.004630  -0.027
H  -6.103457  2.704951  6.498284  0.115
O  3.551294  -3.642434  -1.910768  0.100
C  2.236504  -5.434521  -1.141634  0.021
H  3.964696  -7.587799  -3.952425  0.120
C  5.137177  -4.599912  -6.454586  -0.367
H  4.844974  -2.096478  -8.815623  0.124
C  -3.516236  -5.820323  -3.568383  -0.389
O  2.350969  3.166015  3.709197  -0.097
H  2.744425  -1.789098  -0.539898  0.074
H  1.516103  5.410430  1.120805  0.110
C  -6.609965  5.938085  1.294448  -0.379
H  0.436830  3.347832  2.514223  0.107
C  1.899800  -6.717290  -1.271704  0.008
C  3.523163  -6.948110  -3.198539  0.022
O  7.433535  -2.031503  -8.645170  0.110
H  4.596203  -0.592322  0.679979  0.087

Cartesian forces (eV/Å) of the 3 atoms listed first:
C -0.251 -0.037 -0.068
H -0.015 0.023 0.041
C -0.262 0.105 0.038

- HOMO energy: -4.035 eV
- LUMO level: -0.02894 hartree
- Charge: -1
- Orbital gap: 3.25 eV

---

No. 2
Density functional theory data (wB97M-V/def2-TZVPD) for C39H35BIrN6O2PS2 as an isolated structure.

Each line ends with the Löwdin spin population.
Atoms and positions in Å:
H  4.581333  -3.366291  -2.988937  0.000
N  0.328390  -0.858822  0.914921  0.060
C  -1.216098  -1.006348  -1.347113  0.001
C  -4.405046  2.997973  1.170755  -0.001
C  -0.348249  3.892595  1.202773  0.003
C  -1.426388  -4.270053  -0.753068  0.000
H  -3.697630  1.043807  1.757761  0.001
H  -0.544525  -2.046171  -3.117409  0.000
H  -4.882108  -1.175697  3.836507  0.000
H  -5.437750  2.680351  1.184055  0.000
H  3.114925  2.144668  -4.950094  0.000
H  -2.409064  -6.104933  -1.233373  0.000
C  1.232872  -1.176967  1.903502  0.005
N  0.449207  2.764793  1.450265  0.016
N  2.526029  -1.671769  1.468179  0.000
H  1.111779  5.425163  0.965584  0.000
C  -1.742213  3.633858  1.197080  0.007
H  -4.783635  5.028933  0.618424  0.000
C  -0.990016  -3.418147  0.269029  0.000
C  2.957760  -4.079614  -1.784133  0.000
H  1.617500  -0.455767  -1.944420  0.000
C  1.995073  -1.472480  -1.896703  0.001
C  -1.864951  -4.949981  1.903281  0.000
H  3.716505  -1.056477  -3.105144  0.000
C  3.176290  -1.805517  -2.540935  0.000
B  -4.002709  -1.878987  3.394842  0.000
S  2.070758  2.877996  1.471740  0.004
C  1.768936  -3.752255  -1.140756  0.001
C  2.685031  1.728855  -0.939590  0.000
C  3.137717  -2.653812  2.047028  0.002
C  1.510872  -2.709124  3.771502  0.001
C  -2.279260  -5.798047  0.892164  0.000
C  -3.417655  2.059558  1.499320  0.011
C  -2.206962  5.933804  0.574178  0.003
C  -0.867600  6.183758  0.614734  -0.001
H  -2.919673  6.710907  0.331061  0.000
Ir  -0.632108  1.156657  2.187381  0.832
C  2.505946  2.916205  -0.243985  0.000
H  3.174045  3.909613  -4.898760  0.000
H  -2.078864  0.180315  0.214187  0.001
C  -2.066722  -5.453285  -0.440406  0.000
H  2.548351  5.057842  -0.351398  0.000
C  -2.091939  -0.050562  -0.841761  0.001
H  2.561728  0.791887  -0.410500  0.000
S  1.258868  -0.021682  3.288808  0.010
H  -2.073209  -5.186955  2.937155  0.000
P  -0.153463  -1.908313  -0.225120  0.011
N  0.762371  -1.758702  3.144219  0.000
H  1.224228  -4.514932  -0.598579  0.000
C  3.002274  1.761729  -2.285023  0.000
C  -2.674410  4.634886  0.868535  0.000
C  -2.762494  -0.934023  3.194497  -0.001
C  1.285645  -2.448347  -1.189100  0.003
C  2.621914  -3.257435  3.212631  -0.001
C  2.958020  4.152350  -2.248366  0.000
H  -1.272968  -4.009727  -1.793653  0.000
H  -3.681991  0.791981  -3.704790  0.000
H  -2.131404  -0.907872  -4.604732  0.000
N  -2.134392  2.360915  1.523593  0.010
H  4.076459  -2.971531  1.609677  0.000
H  1.124292  -3.033372  4.732139  0.000
C  0.066878  5.173781  0.918989  0.004
C  -1.233503  -1.318435  -2.706704  0.000
C  -2.989821  0.288722  -3.042447  0.000
H  -0.499655  7.180007  0.407061  0.000
C  3.143769  2.972389  -2.961563  0.000
H  3.069674  5.103637  -2.754210  0.000
H  4.612534  2.967645  -4.523342  0.000
H  -3.648113  1.346474  -1.291543  0.000
O  2.499279  4.123435  2.032122  0.000
C  3.526458  3.000084  -4.414441  0.000
H  3.325341  -5.097121  -1.748338  0.000
H  2.938205  -1.197029  0.673998  0.000
H  3.144474  -4.083581  3.666601  0.000
H  -0.943333  -3.077298  2.388354  0.000
C  -2.121506  -0.669440  -3.549629  0.000
O  2.632703  1.639129  1.992870  0.000
H  -3.686558  -2.758677  4.164280  0.000
C  2.646902  4.132413  -0.897713  0.000
H  -2.789772  -6.720703  1.134956  0.000
N  -1.885633  -0.214985  2.984641  0.005
H  3.151103  0.834219  -2.825129  0.000
H  -4.271650  -2.296497  2.289611  0.000
C  -1.224378  -3.756314  1.594407  0.000
C  -4.041647  4.279808  0.864458  0.008
C  -2.972614  0.599986  -1.690238  0.000
C  3.661278  -3.109011  -2.480667  0.001

Cartesian forces (eV/Å) of the 3 atoms listed first:
H -0.005 0.001 0.003
N 0.057 -0.253 -0.052
C -0.018 -0.020 -0.039

- HOMO energy (alpha / beta): -10.081 / -10.044 eV
- LUMO level (alpha / beta): -0.16773 / -0.16797 hartree
- Energy relative to the best compared isomer or geometry (same formula, charge and spin): 252.8 kJ/mol
- ⟨S²⟩: 0.753
- Charge: +1
- Orbital gap (alpha / beta): 5.52 / 5.47 eV
- Multiplicity: 2

---

no.,electronic energy (eV)
1,-76397.5488
2,-88514.1547